Entry 1:
Formula: C27H32BF3O4S
Source: OMol25
Level of theory: wB97M-V/def2-TZVPD

Computed properties:
- Orbital gap: 4.58 eV
- Max |F|: 4.3 eV Å⁻¹
- Total charge: 0

XYZ file:
```
68
Properties=species:S:1:pos:R:3:forces:R:3
C 5.08322 -1.41815 -3.94108 -0.175 0.290 0.019
O 4.50747 -0.10499 -3.82349 -0.884 -0.319 0.102
C 3.20962 -0.01208 -3.43152 -0.058 -0.008 0.538
C 2.72334 1.29277 -3.16720 0.606 -0.745 -0.586
C 1.45786 1.47244 -2.67291 -0.427 -0.069 0.662
C 0.63547 0.35844 -2.39018 0.337 -0.892 -0.372
C -0.69769 0.59219 -1.88195 -1.008 1.276 -2.491
O -1.77731 0.41143 -2.61346 1.732 0.703 1.471
C -1.75365 0.20793 -4.04876 -0.095 -0.782 -0.211
C 1.11669 -0.94334 -2.65555 -0.621 0.529 -0.317
C 2.37552 -1.12963 -3.18756 0.641 0.176 -0.114
H 6.13663 -1.21992 -4.11172 0.021 -0.172 0.005
H 4.94893 -2.00174 -3.01760 0.052 0.237 -0.247
H 4.66205 -1.96195 -4.79847 0.056 0.143 0.216
H 3.40399 2.12087 -3.33706 -0.200 -0.023 0.010
H 1.07812 2.47160 -2.46642 0.206 -0.183 -0.015
H -0.86451 1.22890 -1.01898 -0.365 -0.539 0.276
H -1.67248 -0.86968 -4.23501 0.035 0.342 -0.114
H -2.73151 0.57373 -4.37329 0.244 -0.130 0.083
H -0.95050 0.76511 -4.54690 -0.074 -0.180 0.452
H 0.48008 -1.79745 -2.42576 0.249 0.152 -0.041
H 2.73865 -2.14053 -3.37650 -0.154 0.341 0.108
C -2.25425 2.35251 5.94204 -0.088 0.222 0.158
C -1.62936 1.52908 4.87887 0.800 -0.747 -0.422
C -0.81900 0.42542 5.05087 -0.499 0.495 -0.360
C -0.38936 -0.16753 3.81301 -0.446 1.265 0.172
C -0.85960 0.51483 2.71189 0.301 -0.788 0.811
B -0.79982 -0.05335 1.15984 2.151 1.809 3.232
C 0.68155 0.59205 0.77381 -1.543 -0.518 -0.859
C 1.80036 -0.22763 0.71562 1.117 0.224 -0.004
C 3.05447 0.31790 0.40616 -0.558 -0.193 0.221
C 3.15575 1.67884 0.14126 0.697 0.182 -0.232
C 4.48102 2.24213 -0.31306 -0.055 -0.077 0.166
F 4.31647 3.35438 -1.09734 0.334 -0.687 0.499
F 5.29150 2.60222 0.72713 -0.401 -0.179 -0.881
F 5.17101 1.32444 -1.06003 -0.193 0.754 0.447
C 2.05361 2.51402 0.23537 -0.794 0.032 0.136
C 0.80804 1.96060 0.55618 0.986 0.426 -0.228
O -0.76395 -1.47324 1.25198 -0.482 -1.140 -0.930
C -1.99382 -1.96993 0.74854 0.017 0.566 0.072
C -1.72468 -2.57102 -0.62637 -0.160 -0.128 -0.263
C -2.48886 -3.08753 1.64343 -0.354 -0.149 0.091
C -2.94550 -0.66567 0.71984 0.336 -0.497 0.011
C -3.88705 -0.57862 -0.46687 -0.240 -0.295 -0.011
C -3.73194 -0.54096 2.01579 -0.387 -0.223 0.237
O -2.02834 0.41902 0.61456 -0.580 -0.238 -2.216
S -1.82031 1.88682 3.17216 0.560 -0.729 0.920
H -2.09565 1.85729 6.90661 -0.107 0.191 -0.104
H -1.79913 3.35163 5.97993 -0.216 -0.128 0.097
H -3.33284 2.45695 5.76624 0.194 0.092 0.176
H -0.55978 0.03680 6.03347 -0.100 0.095 -0.105
H 0.26088 -1.03493 3.76601 -0.219 0.018 -0.165
H 1.72815 -1.29658 0.92706 -0.178 0.296 -0.141
H 3.93707 -0.31350 0.36497 -0.083 0.070 -0.069
H 2.14442 3.57802 0.02103 0.047 -0.208 0.065
H -0.06976 2.60718 0.60755 0.144 -0.077 0.112
H -2.62331 -3.04972 -1.02918 0.060 0.121 -0.123
H -1.36713 -1.81673 -1.34209 -0.108 -0.188 0.186
H -0.96094 -3.35219 -0.52052 -0.043 0.255 -0.032
H -3.42123 -3.49234 1.23014 0.050 -0.036 0.183
H -1.75051 -3.89407 1.66779 -0.029 0.100 -0.027
H -2.66586 -2.75359 2.66782 0.078 -0.044 -0.172
H -4.50697 -1.48495 -0.51837 0.062 0.209 -0.123
H -4.55022 0.28257 -0.32900 0.078 -0.105 -0.058
H -3.33255 -0.43881 -1.40014 -0.341 -0.232 0.327
H -4.52628 -1.30255 2.03206 0.164 0.162 0.096
H -3.09343 -0.66090 2.89891 -0.197 0.015 -0.229
H -4.20283 0.44571 2.07640 0.104 -0.139 -0.096
```
Forces are in eV/Å.

---

Entry 2:
Formula: C25H47INO6
Source: OMol25
Level of theory: wB97M-V/def2-TZVPD

Computed properties:
- Orbital gap: 8.92 eV
- Max |F|: 4.6 eV Å⁻¹
- Total charge: +1

XYZ file:
```
80
Properties=species:S:1:pos:R:3:forces:R:3
C -0.02520 -3.38732 0.18776 1.029 0.295 -1.270
C 1.37718 -3.44599 -0.63014 -0.979 -2.594 0.761
O 1.44342 -2.44336 -1.68011 0.942 2.224 1.715
C 1.90451 -1.20071 -1.20184 0.767 1.411 1.668
O 2.27948 -0.96029 -0.03328 -1.415 -1.411 -3.407
C 1.96490 -0.00672 -2.27175 0.340 -1.188 -0.727
C 0.61536 0.19112 -3.11315 0.732 0.218 -0.301
C -0.35778 1.33583 -2.57036 1.576 -0.285 -2.722
N -1.07277 1.01163 -1.27715 -0.904 1.895 -0.378
C -0.24408 1.66662 -0.19769 1.009 0.981 2.699
C -0.44263 1.08642 1.27957 -0.712 0.341 0.569
C -1.67502 1.74364 2.09083 0.664 0.411 0.033
I 1.36260 1.71734 2.39531 -0.685 -0.301 -0.534
C -1.55055 -0.39274 -1.12619 -2.140 -3.015 -0.353
C -2.83733 -0.48624 -2.12261 0.472 -0.343 0.501
C -3.63120 0.78970 -1.55823 1.419 -0.801 0.320
C -4.92570 1.32919 -2.31216 0.143 0.184 0.030
C -6.27186 0.51986 -1.93806 -0.490 1.223 -1.361
O -6.32743 0.10816 -0.55126 0.609 -2.339 -1.155
C -5.96720 -1.25201 -0.37516 2.727 -1.592 2.613
C -6.69044 -2.50040 -1.06376 0.302 0.108 -0.093
O -5.02522 -1.52368 0.41969 -3.306 1.480 -2.738
C -2.37016 1.81283 -1.36460 -4.296 1.505 0.697
H 0.02506 -2.47594 0.86776 -0.446 -1.327 -0.693
H -0.18936 -4.37020 0.73361 0.327 1.447 -0.462
H -0.84659 -3.30799 -0.61733 1.085 -0.001 1.402
H 2.28557 -3.47286 0.05720 -1.243 0.565 -0.995
H 1.36593 -4.46671 -1.16699 0.146 1.773 0.523
H 2.77910 -0.32079 -3.02814 -1.229 0.391 1.145
H 2.36154 0.95003 -1.78659 -0.712 -1.449 -0.477
H 0.12523 -0.82911 -3.25353 0.401 1.486 0.248
H 0.94116 0.52269 -4.16910 -0.682 -0.347 1.654
H 0.26468 2.29363 -2.41840 -1.076 -1.508 0.022
H -1.07083 1.59167 -3.43846 0.707 -0.663 1.718
H 0.87567 1.69692 -0.40417 -1.663 -0.590 -0.196
H -0.57895 2.76933 -0.15890 0.624 -1.721 -0.173
H -0.44855 -0.04593 1.36687 0.123 1.483 -0.383
H -1.69607 1.39881 3.18448 0.054 0.273 -1.757
H -2.68511 1.53839 1.60757 1.253 0.162 0.612
H -1.47200 2.87912 2.13331 -0.529 -1.710 -0.183
H -0.83042 -1.26135 -1.26188 -0.306 1.797 -0.176
H -2.04963 -0.65754 -0.12278 1.095 1.255 -1.105
H -3.34392 -1.51168 -1.98288 0.646 1.706 0.067
H -2.53426 -0.45732 -3.22033 -0.379 0.350 1.342
H -3.85279 0.49366 -0.47258 -0.271 0.418 -1.670
H -5.10682 2.45126 -2.11581 0.447 -1.747 -0.035
H -4.77250 1.23518 -3.44097 -0.203 0.117 1.456
H -7.16941 1.22503 -2.09975 1.452 -1.094 0.252
H -6.39628 -0.32255 -2.69572 0.166 0.807 1.340
H -6.08947 -3.45109 -0.82173 -0.750 1.775 -0.164
H -7.74522 -2.67497 -0.65073 1.446 0.628 -0.829
H -6.65918 -2.38766 -2.19559 -0.498 -0.123 1.455
H -2.41645 2.66248 -2.12256 0.862 -1.459 0.615
H -2.70180 2.35913 -0.40498 1.462 -0.998 -1.128
C 2.39694 -0.99227 4.95850 -0.024 0.433 -0.103
C 2.80060 -1.75516 6.20115 0.354 -0.254 0.116
C 1.48426 -2.37086 6.63385 -0.292 -0.001 0.208
O 0.71812 -2.59121 5.44117 0.249 0.206 -0.091
C 1.35172 -1.90809 4.35274 -0.085 -0.344 -0.064
H 3.22645 -0.78598 4.27993 -0.071 -0.021 0.018
H 1.93930 -0.03816 5.24046 0.036 -0.046 -0.054
H 3.51315 -2.54341 5.93734 -0.028 0.057 0.060
H 3.25322 -1.13087 6.97311 -0.054 -0.053 -0.042
H 0.91743 -1.68781 7.27526 0.065 -0.022 0.071
H 1.61752 -3.31619 7.16434 -0.107 0.022 -0.089
H 1.81278 -2.66309 3.70603 0.029 0.077 -0.105
H 0.60126 -1.36397 3.77309 -0.065 -0.053 0.044
C 6.41388 3.14546 -1.75577 0.243 0.335 0.141
C 6.20109 1.72275 -1.28470 0.074 -0.377 -0.178
C 4.84410 1.81242 -0.61497 -0.127 0.009 0.329
O 4.10868 2.83659 -1.30145 0.086 -0.141 -0.066
C 5.01029 3.56006 -2.15246 -0.194 0.084 -0.274
H 7.13072 3.23507 -2.57329 -0.077 0.010 0.049
H 6.76492 3.76334 -0.92307 -0.008 -0.017 -0.095
H 6.14877 1.05035 -2.14751 0.031 0.003 0.075
H 6.98264 1.35912 -0.61606 -0.084 0.022 -0.034
H 4.93698 2.11235 0.43398 0.012 -0.102 0.015
H 4.29111 0.87102 -0.65994 -0.043 0.085 0.074
H 4.79166 3.27910 -3.18860 0.069 0.076 -0.037
H 4.84116 4.63297 -2.03967 -0.100 -0.088 0.038
```
Forces are in eV/Å.

---

Entry 3:
Formula: C2H7AgB2O4
Source: OMol25
Level of theory: wB97M-V/def2-TZVPD

Computed properties:
- Orbital gap: 4.62 eV
- Max |F|: 2.0 eV Å⁻¹
- Total charge: 0

XYZ file:
```
16
Properties=species:S:1:pos:R:3:forces:R:3
O -1.83315 -1.44552 0.86083 0.343 0.723 -0.142
B -0.47218 -1.62970 0.62329 0.184 -0.201 -0.070
O -0.13003 -2.88381 0.05476 -0.712 0.383 -0.363
B 0.78181 -0.42437 0.87932 -0.218 -0.023 0.277
O 0.33904 0.84478 1.51889 0.387 0.178 -0.253
C -0.25099 1.69750 0.57803 -0.177 -0.473 0.294
C 0.09640 1.07510 -0.78343 0.040 -0.095 -0.250
O 1.11974 0.10508 -0.57512 -0.380 -0.278 -0.142
H -2.34847 -1.70700 0.09024 -0.128 -0.647 0.284
H 0.19590 -2.77286 -0.84171 0.503 -0.104 0.142
H 1.80531 -0.86750 1.35040 -0.014 0.056 0.101
H -1.34347 1.71568 0.71102 0.113 0.058 -0.131
H 0.11855 2.72892 0.65846 0.072 -0.155 0.126
H 0.60986 1.75188 -1.48030 -1.108 1.629 -0.009
H -0.80008 0.71484 -1.30873 0.193 -0.328 0.149
Ag 2.11175 1.09697 -2.33595 0.903 -0.724 -0.010
```
Forces are in eV/Å.